one:
# C25H33N3O3

An isolated molecule of C25H33N3O3 (ωB97M-V/def2-TZVPD, the OMol25 dataset).

- HOMO energy (eV) = -8.3745
- structure (SMILES) = COCCN(C(=O)C[C@H]1C(=O)NCCN1Cc1ccc(-c2ccccc2)cc1)C(C)C
- total charge = 0
- LUMO energy (eV) = 0.74
- gap between HOMO and LUMO (eV) = 9.1

CARTESIAN COORDINATES (ANGSTROEM)
O  -2.325  1.347  -0.130
O  -3.943  -2.139  -2.871
O  2.331  2.621  -0.758
N  -0.553  1.288  -1.517
N  -3.188  -1.609  0.609
N  -4.912  -2.988  -1.047
C  -2.137  -2.592  0.803
C  -4.069  -2.131  -1.661
C  1.576  -1.886  1.185
C  -0.841  -0.724  1.861
C  -2.075  -0.641  -1.436
C  5.187  1.387  2.771
C  0.746  1.624  -3.601
C  0.388  -2.505  0.841
C  2.746  3.937  -1.018
C  5.021  0.778  1.538
C  1.572  -0.673  1.869
C  -4.475  -1.991  1.137
C  0.238  0.633  -2.555
C  3.853  0.097  1.251
C  0.344  -0.109  2.212
C  3.004  0.638  3.426
C  1.410  -0.155  -1.966
C  -3.354  -1.125  -0.751
C  -1.666  0.743  -0.958
C  -5.082  -3.179  0.377
C  4.176  1.312  3.715
C  -0.139  2.582  -1.002
C  2.828  0.021  2.190
C  1.093  2.523  -0.082
C  -0.832  -1.924  1.163
H  0.410  -3.447  0.309
H  -0.064  2.251  -3.969
H  5.803  0.838  0.796
H  -2.000  -3.246  -0.074
H  2.150  0.526  -1.557
H  -5.137  -1.125  1.055
H  1.153  1.068  -4.442
H  2.042  4.476  -1.662
H  4.302  1.781  4.680
H  1.105  1.564  0.438
H  -4.372  -2.244  2.195
H  3.722  -0.361  0.282
H  2.223  0.573  4.170
H  -4.018  -0.250  -0.682
H  3.708  3.862  -1.523
H  -1.258  -1.343  -1.282
H  -2.306  -0.610  -2.505
H  1.070  -0.818  -1.175
H  -6.149  -3.274  0.604
H  -0.988  2.948  -0.419
H  1.876  -0.753  -2.746
H  2.517  -2.351  0.929
H  -4.587  -4.113  0.681
H  1.538  2.247  -3.195
H  -1.787  -0.265  2.096
H  -5.380  -3.645  -1.658
H  2.870  4.501  -0.086
H  0.043  3.272  -1.826
H  -2.420  -3.235  1.644
H  0.318  0.834  2.738
H  6.100  1.919  2.996
H  -0.427  -0.064  -3.071
H  1.024  3.324  0.666

two:
# C25H33N3O3

An isolated molecule of C25H33N3O3 (ωB97M-V/def2-TZVPD, the OMol25 dataset).

- HOMO energy (eV) = -8.7288
- structure (SMILES) = CC(=O)c1cccc(NC(=O)N2CCC(NC(=O)[C@]34C[C@H]5C[C@H](C[C@H](C5)C3)C4)CC2)c1
- total charge = 0
- LUMO energy (eV) = 0.16
- gap between HOMO and LUMO (eV) = 8.9

CARTESIAN COORDINATES (ANGSTROEM)
O  0.217  -2.216  2.377
O  1.991  0.370  -4.052
O  1.580  7.394  -3.103
N  2.009  2.446  -3.168
N  2.448  0.564  -1.833
N  -0.450  -1.638  0.313
C  -2.024  -2.825  1.787
C  2.783  3.452  -2.596
C  0.799  -1.007  -0.053
C  4.267  5.555  -1.504
C  2.388  4.773  -2.780
C  -3.103  -4.956  2.552
C  -4.337  -3.409  1.039
C  2.641  -0.871  -1.735
C  4.672  4.244  -1.333
C  1.342  -1.583  -1.362
C  1.961  1.152  -0.602
C  -3.933  -2.770  3.413
C  -3.681  -4.234  3.767
C  2.608  7.205  -2.492
C  -3.018  -2.746  0.627
C  -1.787  -4.300  2.144
C  -0.651  -2.200  1.525
C  2.146  1.065  -3.069
C  0.632  0.509  -0.194
C  3.430  8.349  -1.953
C  3.116  5.829  -2.241
C  3.948  3.196  -1.873
C  -2.619  -2.108  3.008
C  -4.922  -2.686  2.251
C  -4.091  -4.875  1.389
H  1.524  -2.653  -1.256
H  -1.900  -2.151  3.827
H  -0.120  0.722  -0.959
H  1.544  2.715  -4.026
H  3.496  8.284  -0.870
H  -5.871  -3.147  2.534
H  4.851  6.350  -1.069
H  -4.346  -2.248  4.283
H  -3.690  -5.404  0.521
H  -5.034  -5.353  1.666
H  4.435  8.316  -2.367
H  1.501  5.004  -3.353
H  -2.789  -1.055  2.765
H  -5.042  -3.347  0.202
H  2.707  0.977  0.179
H  -1.187  -1.622  -0.372
H  5.572  4.030  -0.777
H  -1.064  -4.354  2.959
H  -4.616  -4.709  4.074
H  3.402  -1.055  -0.971
H  3.002  -1.227  -2.701
H  -2.981  -4.297  4.603
H  0.615  -1.431  -2.163
H  0.294  0.935  0.751
H  1.829  2.226  -0.721
H  -1.360  -4.820  1.282
H  1.492  -1.223  0.768
H  -2.919  -6.007  2.803
H  -3.218  -1.702  0.365
H  -2.623  -3.263  -0.251
H  2.957  9.289  -2.227
H  4.292  2.181  -1.751
H  -5.119  -1.641  2.003

Result of the stability comparison: two is the most stable of them.

one:
# C28H82N14O10

A 10-piece molecular cluster, C28H82N14O10 overall (ωB97M-V/def2-TZVPD, the OMol25 dataset).

- HOMO energy (eV) = -9.0363
- structure (SMILES) = COC[C@H](C)N.COC[C@H](C)N.COC[C@H](C)N.COC[C@H](C)N.COC[C@H](C)N.COC[C@H](C)N.NC(N)=O.NC(N)=O.NC(N)=O.NC(N)=O
- total charge = 0
- LUMO energy (eV) = 0.06
- gap between HOMO and LUMO (eV) = 9.1

CARTESIAN COORDINATES (ANGSTROEM)
O  -1.610  0.934  -0.912
O  -1.651  4.643  -1.409
O  -0.533  -0.761  4.398
O  2.229  -2.879  -2.460
O  3.611  -1.431  3.037
O  -2.171  -2.347  -2.465
O  -1.329  -6.005  0.776
O  3.540  4.761  3.424
O  -0.776  0.861  -5.438
O  -5.173  2.382  2.041
N  -0.865  -2.380  0.241
N  5.695  -2.320  4.807
N  4.506  -1.121  -2.591
N  -3.713  -1.752  -4.014
N  -1.476  4.991  -3.637
N  0.177  0.411  0.401
N  1.768  3.373  1.577
N  -3.291  -0.365  -2.239
N  -1.111  1.083  6.527
N  -4.033  0.518  1.451
N  -3.148  2.382  -6.108
N  -3.530  2.509  0.439
N  0.043  2.472  -0.539
N  -3.509  5.168  -2.615
C  -1.532  1.372  5.147
C  -4.457  0.364  -6.355
C  -0.851  0.899  -4.000
C  5.841  -2.121  3.364
C  -2.988  -1.527  -2.880
C  6.984  -2.972  2.830
C  3.462  1.768  1.032
C  -3.239  0.978  -5.686
C  3.000  0.852  -2.337
C  -1.905  0.290  -6.050
C  2.928  2.629  2.190
C  -0.599  0.645  4.194
C  -2.058  -7.074  0.200
C  -1.601  2.868  4.858
C  -1.522  -3.592  0.811
C  3.143  -0.651  -2.195
C  -4.319  1.852  1.334
C  3.975  3.571  2.744
C  2.401  -1.439  2.381
C  -2.211  4.879  -2.487
C  2.026  -1.528  -2.777
C  1.217  -3.721  -2.974
C  4.588  -2.325  2.512
C  -1.294  -4.829  -0.046
C  2.537  4.577  4.398
C  -1.546  -1.427  3.643
C  -0.523  1.270  -0.380
C  -3.022  -3.371  1.061
H  -1.843  0.482  -7.122
H  -0.721  0.148  6.565
H  -4.352  0.445  -7.440
H  2.542  5.434  5.071
H  1.845  -2.388  2.305
H  -1.875  2.933  3.800
H  -2.275  2.830  -5.834
H  6.729  -4.034  2.792
H  -4.555  0.017  2.146
H  -2.445  3.291  5.407
H  -1.535  1.622  -3.556
H  1.909  -1.391  -3.860
H  4.746  3.896  2.041
H  1.431  3.970  2.325
H  4.932  -1.677  5.044
H  -1.883  5.054  -4.548
H  0.061  -2.680  -0.061
H  -0.927  -3.754  1.714
H  -3.022  -6.730  -0.189
H  4.169  -3.333  2.437
H  -0.484  4.936  -3.488
H  2.493  2.023  2.988
H  2.758  3.713  5.038
H  4.297  -2.118  -2.691
H  3.785  1.294  -1.727
H  -4.155  5.194  -1.847
H  -3.512  -4.331  1.204
H  -1.535  -2.464  3.981
H  -1.217  -1.443  2.600
H  2.545  -1.247  1.300
H  4.438  1.401  1.366
H  -4.037  0.189  -2.616
H  -1.445  -7.504  -0.597
H  7.915  -2.830  3.376
H  -3.546  -0.015  0.750
H  1.499  -4.744  -2.747
H  3.291  1.117  -3.359
H  1.032  0.698  0.830
H  1.531  4.429  3.999
H  -3.187  -2.685  1.892
H  -3.931  5.218  -3.525
H  -2.556  0.123  -1.734
H  -0.137  -0.544  0.488
H  0.280  -3.389  -2.507
H  7.196  -2.646  1.807
H  4.628  -0.859  -3.573
H  -4.551  -0.713  -6.189
H  0.167  1.220  -3.777
H  -2.292  -7.819  0.959
H  -0.459  3.216  -1.017
H  -3.793  2.901  -5.511
H  -1.023  -0.133  -3.686
H  -1.959  1.099  7.081
H  4.627  3.030  3.444
H  -4.299  -1.098  -4.500
H  -0.736  3.489  5.085
H  1.103  -1.123  -2.334
H  4.794  -1.858  1.536
H  -5.369  0.887  -6.072
H  0.427  0.990  4.377
H  2.267  4.059  1.003
H  2.796  0.968  0.739
H  2.007  1.180  -2.038
H  -0.818  0.860  3.142
H  -3.510  -2.553  -4.587
H  5.218  -3.198  5.014
H  -3.413  -2.856  0.179
H  -2.877  2.014  -0.159
H  3.707  2.301  0.113
H  -2.547  -1.006  3.743
H  -1.975  -0.764  -5.759
H  -1.927  -4.893  -0.933
H  3.138  -0.870  -1.118
H  -2.529  0.944  4.973
H  1.032  -3.578  -4.046
H  0.719  2.698  0.208
H  -3.405  0.956  -4.600
H  -3.699  3.494  0.365
H  -1.381  -2.236  -0.628
H  6.184  -1.099  3.184
H  1.666  -0.709  2.718
H  -0.250  -4.816  -0.379

two:
# C28H82N14O10

A 10-piece molecular cluster, C28H82N14O10 overall (ωB97M-V/def2-TZVPD, the OMol25 dataset).

- HOMO energy (eV) = -8.7890
- structure (SMILES) = COC[C@H](C)N.COC[C@H](C)N.COC[C@H](C)N.COC[C@H](C)N.COC[C@H](C)N.COC[C@H](C)N.NC(N)=O.NC(N)=O.NC(N)=O.NC(N)=O
- total charge = 0
- LUMO energy (eV) = 0.60
- gap between HOMO and LUMO (eV) = 9.4

CARTESIAN COORDINATES (ANGSTROEM)
O  1.008  3.800  -0.658
O  -1.792  -0.099  -0.703
O  -5.858  2.112  -1.092
O  -2.509  3.900  -5.024
O  -1.332  0.053  -4.235
O  2.126  0.535  4.763
O  -1.019  -5.085  3.241
O  2.948  1.785  1.352
O  3.652  -1.245  -2.458
O  5.422  -2.107  3.292
N  0.046  5.924  -3.383
N  1.854  4.780  1.236
N  -4.908  -0.761  0.107
N  -0.385  4.733  0.928
N  -0.847  1.552  -1.941
N  4.217  0.019  0.578
N  2.965  1.357  -0.892
N  -2.921  -1.214  -3.240
N  4.141  -4.804  1.119
N  -0.498  1.436  0.319
N  0.774  -3.507  -2.752
N  -3.019  -0.830  -5.537
N  -1.888  -3.318  0.169
N  0.812  2.670  3.599
C  2.467  -0.838  4.819
C  5.422  -3.252  2.434
C  -1.217  4.478  -4.714
C  0.368  2.103  4.858
C  -1.051  0.926  -0.838
C  -1.577  7.015  -4.959
C  -5.282  0.546  0.752
C  3.167  -4.110  3.318
C  -1.263  5.855  -4.066
C  -2.371  -0.625  -4.364
C  -5.568  1.350  -2.208
C  6.455  -1.262  2.973
C  -0.690  -6.436  3.460
C  4.008  -3.726  2.133
C  -2.962  -2.699  2.343
C  -1.744  -3.384  1.634
C  4.812  -0.962  -3.193
C  0.859  4.444  0.434
C  2.938  -2.407  -2.880
C  -6.339  1.332  -0.015
C  1.671  -2.262  -0.833
C  3.352  1.114  0.397
C  -4.129  1.506  0.970
C  -1.074  2.393  5.059
C  -2.315  2.875  -6.004
C  0.713  0.634  4.938
C  -1.625  -4.815  1.971
C  1.483  -2.350  -2.322
H  4.736  -1.440  -4.109
H  -1.390  2.068  6.102
H  1.047  -1.387  -2.709
H  4.086  -0.414  1.461
H  3.475  -2.838  1.724
H  -1.656  7.807  -4.209
H  2.752  -1.124  5.843
H  1.290  -4.319  -2.534
H  -6.797  2.071  0.647
H  1.538  4.928  2.156
H  -0.084  -3.722  -2.249
H  4.807  0.120  -3.396
H  2.215  -3.124  -0.503
H  3.845  -5.665  1.543
H  -6.987  0.570  -0.384
H  -1.945  3.207  -6.925
H  2.145  -4.297  3.055
H  -0.956  1.120  -2.832
H  -3.862  -1.710  -3.268
H  2.461  2.200  -1.062
H  -2.083  5.687  -3.295
H  3.018  -3.221  4.034
H  -2.813  -2.694  3.396
H  -5.285  1.976  -3.046
H  3.218  0.695  -1.663
H  -0.684  4.625  -5.712
H  3.660  -5.034  3.803
H  2.851  -2.357  -3.990
H  -3.301  1.120  1.601
H  -0.565  3.795  -4.174
H  6.549  -1.000  1.909
H  -3.075  -1.631  2.106
H  -0.805  -2.901  1.867
H  3.525  -4.702  0.317
H  -1.669  -6.956  3.628
H  5.823  -2.899  1.458
H  0.765  -2.235  -0.239
H  5.754  -1.179  -2.593
H  -2.388  -1.008  -2.425
H  6.137  -0.295  3.465
H  0.946  2.578  5.686
H  6.110  -4.022  2.816
H  -1.194  4.090  0.642
H  0.381  1.953  0.158
H  -2.599  -5.364  1.952
H  -3.892  -3.208  2.074
H  0.246  0.118  4.140
H  -1.766  -2.349  -0.117
H  -4.783  -1.399  0.841
H  -4.575  2.389  1.333
H  0.173  6.817  -2.925
H  0.223  2.365  2.859
H  -0.023  -6.795  2.711
H  2.674  4.175  1.118
H  -2.515  6.876  -5.471
H  -3.970  -0.680  -0.319
H  -1.630  2.088  -5.587
H  3.322  -0.926  4.181
H  0.114  5.163  -2.707
H  2.378  -1.424  -0.688
H  -0.317  2.426  -1.811
H  7.421  -1.667  3.329
H  -3.696  -1.631  -5.592
H  -0.478  5.103  1.874
H  -0.953  -5.201  1.211
H  0.405  0.244  5.936
H  -5.741  0.300  1.675
H  -1.750  1.881  4.346
H  4.474  -0.594  -0.242
H  1.711  2.261  3.395
H  -2.384  -0.759  -6.313
H  -0.691  0.871  1.087
H  -1.374  3.477  4.937
H  -3.265  2.351  -6.019
H  -0.705  7.074  -5.711
H  -0.183  -6.481  4.391
H  -4.796  0.634  -2.037
H  -6.490  0.919  -2.604
H  -2.814  -3.572  -0.186
H  -3.868  1.819  -0.118
H  1.625  -1.492  4.625
H  3.397  -3.374  -2.550

Result of the stability comparison: one is the most stable of them.

one:
# C6H11N3O

A 2-piece molecular cluster, C6H11N3O overall (ωB97M-V/def2-TZVPD, the OMol25 dataset).

- HOMO energy (eV) = -8.5104
- structure (SMILES) = Cc1c[nH]cn1.CC(N)=O
- total charge = 0
- LUMO energy (eV) = 0.73
- gap between HOMO and LUMO (eV) = 9.2

CARTESIAN COORDINATES (ANGSTROEM)
O  -1.335  -0.777  1.549
N  -0.445  1.187  0.817
N  0.571  -0.220  -2.658
N  -0.754  -1.298  -1.240
C  1.297  -0.671  -1.611
C  2.759  -0.293  -1.445
C  -0.676  -0.576  -2.363
C  -1.068  0.405  1.726
C  -1.627  1.074  2.941
C  0.546  -1.363  -0.694
H  3.350  -1.205  -1.392
H  -0.156  0.828  -0.086
H  -0.922  0.899  3.752
H  -2.525  0.523  3.211
H  -1.521  -0.298  -2.968
H  3.041  0.309  -2.304
H  -1.568  -1.413  -0.651
H  0.599  -1.733  0.311
H  -1.894  2.120  2.796
H  -0.514  2.193  0.855
H  2.844  0.309  -0.546

two:
# C6H11N3O

A 2-piece molecular cluster, C6H11N3O overall (ωB97M-V/def2-TZVPD, the OMol25 dataset).

- HOMO energy (eV) = -8.7042
- structure (SMILES) = Cc1c[nH]cn1.CC(N)=O
- total charge = 0
- LUMO energy (eV) = 0.73
- gap between HOMO and LUMO (eV) = 9.4

CARTESIAN COORDINATES (ANGSTROEM)
O  1.256  -3.681  0.986
N  0.906  -1.512  1.619
N  -1.301  2.696  0.119
N  -2.938  1.154  -0.465
C  -2.646  2.492  -0.091
C  -1.707  0.637  -0.881
C  0.776  1.407  -0.157
C  1.399  -2.531  0.735
C  2.163  -1.988  -0.501
C  -0.681  1.447  -0.410
H  1.136  2.202  -0.726
H  2.595  -0.927  -0.282
H  -3.146  3.130  0.484
H  2.855  -2.911  -0.854
H  1.401  -2.085  -1.324
H  -3.898  0.838  -0.891
H  0.796  1.619  0.922
H  1.183  -0.630  1.475
H  -1.876  -0.102  -1.761
H  1.211  0.488  -0.582
H  0.515  -1.745  2.584

Result of the stability comparison: one is the most stable of them.